Record 1
2 unconnected molecules or ions with the total composition C3H8ClFNP, computed with ωB97M-V with the def2-TZVPD basis set.

Its charge is 0. The value obtained for the highest occupied orbital energy (spin up / spin down) is -8.1 / -9.2 eV. The calculation puts the molar mass at 143.53 g/mol. As for the max |F|: 0.062 Eh/bohr. The calculation puts the total energy at -1075.15774 a.u. The value obtained for the energy relative to the best compared isomer or geometry (same formula, charge and spin) is 2.485 eV.

```
15
Properties=species:S:1:pos:R:3:forces:R:3
C -1.07860 -1.47290 -0.50152 -1.2926 2.8603 -0.4922
C 0.56712 -0.53209 0.90878 2.2498 -1.4896 -0.4270
C 0.44334 2.62255 -0.24323 -0.5469 -0.3845 -1.8688
N 0.31608 -0.96521 -0.43688 -2.1525 0.3037 -1.1271
F 2.15844 1.20404 -1.51057 -0.5206 -0.0481 -0.1444
P 0.55059 1.41884 -1.65422 0.7032 -0.8579 0.1307
Cl -0.69735 3.92367 -0.67956 -0.5162 -0.3333 0.3708
H -1.86981 -0.65967 -0.24984 1.2981 -0.8193 -0.1022
H -1.51293 -1.87395 -1.41855 1.0622 -0.0096 -0.4446
H -1.25133 -2.18992 0.24235 0.0950 -1.2871 1.3108
H 0.82638 -1.48508 1.48809 -1.1557 1.2091 -0.0457
H 1.56846 -0.14102 0.80087 0.3910 0.8254 0.5285
H -0.09900 0.21724 1.32935 -0.3951 -0.4806 0.5019
H 0.20163 1.96401 0.55714 -0.5212 0.4756 1.3168
H 1.35032 3.15169 -0.16020 1.3016 0.0360 0.4925
```
Positions in Å, forces in eV/Å.

***

Record 2
A single C7H6N4O2 molecule, computed with ωB97M-V with the def2-TZVPD basis set.

Its charge is 0. The value obtained for the highest occupied orbital energy is -9.4 eV. The calculation puts the molar mass at 178.15 g/mol. As for the max |F|: 0.081 Eh/bohr. The calculation puts the total energy at -639.66782 a.u. The value obtained for the energy relative to the best compared isomer or geometry (same formula, charge and spin) is 3.611 eV. The SMILES is Oc1nnnn1Oc1ccccc1.

```
19
Properties=species:S:1:pos:R:3:forces:R:3
C 1.05734 -1.76164 2.53880 -0.4574 1.8660 0.9602
C 0.24418 -0.64368 2.93544 0.4503 -1.2765 -2.2195
C 1.23867 -1.84109 1.15098 -0.1203 -1.2703 1.4330
C -0.43956 0.18484 2.01206 0.2870 -1.2916 0.4445
C 0.46926 -1.13403 0.24289 0.0713 -0.0118 -2.8410
C -0.38051 -0.11324 0.63157 0.2704 0.4584 0.9676
C -0.54901 1.93905 -2.62187 -0.1580 -2.8378 3.0373
N -0.35272 1.31728 -3.75804 -0.3993 1.7574 1.6291
N -0.93085 0.87244 -1.66344 0.3667 0.4650 1.4455
N -0.61794 0.01294 -3.51968 0.3511 -1.3288 -2.7783
N -0.94180 -0.26312 -2.35874 -0.4058 0.3506 1.5152
O -0.33645 3.18940 -2.19995 -1.1102 -2.7871 2.0752
O -1.28524 0.63371 -0.15645 0.7435 1.0310 -2.8686
H 1.52975 -2.41611 3.38190 -0.7062 1.2341 -2.1209
H 0.13146 -0.46414 3.95775 -0.3252 0.3996 1.4381
H 1.91357 -2.60421 0.81687 0.1372 -0.2311 -0.5470
H -1.12619 0.88838 2.46193 0.0678 0.3892 -0.4741
H 0.53295 -1.41090 -0.87167 0.0221 0.5576 1.9594
H -0.15689 3.61410 -2.98037 0.9150 2.5260 -3.0557
```
Positions in Å, forces in eV/Å.

***

Record 3
A single C4H9NO molecule, computed with ωB97M-V with the def2-TZVPD basis set.

Its charge is 0. The value obtained for the highest occupied orbital energy is -6.5 eV. The calculation puts the molar mass at 87.12 g/mol. As for the max |F|: 0.006 Eh/bohr. The calculation puts the total energy at -287.69125 a.u. The value obtained for the energy relative to the best compared isomer or geometry (same formula, charge and spin) is 3.842 eV.

```
15
Properties=species:S:1:pos:R:3:forces:R:3
C 1.84833 0.99626 0.83677 0.3072 -0.0610 0.0024
C 0.08147 -0.17970 -1.46888 0.0346 0.0467 -0.0684
N -0.63580 -0.19007 -0.33968 0.1304 0.1020 0.1909
C -1.65961 -1.23076 -0.20583 -0.1334 -0.1036 -0.0326
C -0.45939 0.59192 0.71974 -0.1327 -0.0739 -0.0898
O 0.52979 1.52249 0.69387 -0.1758 -0.0028 -0.0142
H 2.34857 0.90559 -0.13374 -0.0844 0.0256 0.1462
H 1.81812 0.00981 1.31240 0.0127 0.1266 -0.0330
H 2.40890 1.69023 1.46727 -0.0738 -0.0849 -0.0782
H -0.09436 -0.95738 -2.19499 -0.0590 0.1099 0.0903
H 0.76306 0.63845 -1.63617 -0.0379 -0.1608 0.0226
H -1.17449 -2.19924 -0.06597 -0.0572 0.1484 -0.0149
H -2.25536 -1.24665 -1.11994 0.0602 -0.0062 0.1235
H -2.29853 -1.01534 0.65107 0.1232 -0.0031 -0.1106
H -1.22070 0.66439 1.48407 0.0858 -0.0629 -0.1341
```
Positions in Å, forces in eV/Å.

***

Record 4
A single C11H9N molecule, computed with ωB97M-V with the def2-TZVPD basis set.

Its charge is 0. The value obtained for the highest occupied orbital energy is -8.9 eV. The calculation puts the molar mass at 155.20 g/mol. As for the max |F|: 0.083 Eh/bohr. The calculation puts the total energy at -479.28590 a.u. The value obtained for the energy relative to the best compared isomer or geometry (same formula, charge and spin) is 0.000 eV. The SMILES is CC1=C[C@@H](C#N)c2ccccc21.

```
21
Properties=species:S:1:pos:R:3:forces:R:3
C 2.94954 -0.26471 -0.13388 0.4263 0.0487 -0.2051
C -1.49998 2.11608 -0.34986 -0.0512 0.1325 -0.0514
C -0.32004 2.74383 0.01429 -0.0147 0.1205 0.0025
C -1.57965 0.73414 -0.39219 0.0721 -0.1778 0.0328
C 0.79794 2.00025 0.36418 -0.0084 -0.0630 0.0283
C -0.46896 -0.01756 -0.04162 0.1940 0.4981 0.1470
C 0.71522 0.62315 0.35179 -0.3525 0.1478 -0.1110
C 0.88820 -1.85536 0.33612 1.7867 3.4438 0.7555
C -0.33371 -1.47506 -0.01312 0.0884 -0.3529 0.0629
C 1.79314 -0.35067 0.69262 -2.4726 -3.4301 -0.3795
C -1.48367 -2.37028 -0.33107 0.0892 -0.0357 0.0066
N 3.86849 -0.17721 -0.81060 0.4420 0.0143 -0.2918
H -2.36452 2.70935 -0.61197 -0.0292 0.0373 -0.0388
H -0.26081 3.82230 0.02142 -0.0365 0.0730 0.0096
H -2.49260 0.25140 -0.70528 -0.1216 -0.0592 -0.0088
H 1.71429 2.50222 0.63589 0.1313 0.0079 0.0431
H 1.36440 -2.80331 0.45813 0.0242 -0.3852 0.0304
H 2.04684 -0.40532 1.74781 0.0593 0.1335 0.0883
H -2.39276 -1.97915 0.12134 -0.1154 -0.0318 -0.0144
H -1.31014 -3.36944 0.05371 -0.0046 -0.1437 -0.0170
H -1.63121 -2.43467 -1.40774 -0.1067 0.0220 -0.0891
```
Positions in Å, forces in eV/Å.

***

Record 5
16 unconnected molecules or ions with the total composition C31H42Cl45N4O, computed with ωB97M-V with the def2-TZVPD basis set.

Its charge is +1. The value obtained for the highest occupied orbital energy is -10.6 eV. The calculation puts the molar mass at 2082.09 g/mol. As for the max |F|: 0.085 Eh/bohr. The calculation puts the total energy at -22208.79693 a.u.

```
123
Properties=species:S:1:pos:R:3:forces:R:3
C 3.70215 2.57337 -0.41312 0.1334 0.6818 -1.2537
C 2.81429 1.63797 -1.39322 0.4791 -1.2864 2.1340
O 2.37343 0.56229 -0.90528 0.5310 3.2542 -1.9738
N 2.57500 2.15543 -2.74346 -0.5848 -1.4803 0.7238
C 3.65175 1.81047 -3.71165 1.9956 1.2039 -0.2768
C 1.19530 1.91181 -3.24377 -1.0366 -0.3140 0.1938
C 1.00132 0.65977 -4.21653 -1.3153 -0.4454 0.5495
C 1.15273 -0.77178 -3.45637 0.0918 -0.3829 -1.2638
C -0.10707 -1.05244 -2.49471 -0.3990 0.2686 -1.9845
N 0.20715 -1.88526 -1.30180 -0.7590 0.7502 1.3455
C -0.37813 -1.75546 -0.10139 0.2313 -0.6956 -0.3379
N -1.37903 -0.69877 0.06752 2.4236 -1.7724 0.2872
N 0.04285 -2.70393 0.92106 -2.1783 2.6881 -1.4311
C -0.09965 -2.17823 2.31619 1.3409 -0.6626 1.8802
C 1.34433 -2.39013 3.02487 2.0258 -0.4380 1.3484
C 1.84491 -3.84530 3.31647 2.5633 2.8093 1.0552
C 3.24794 -4.07248 3.95372 -1.3012 3.9578 -1.0023
C 4.11659 -2.81907 4.27339 -2.0598 0.9307 -0.6219
C 5.59621 -2.96724 4.89290 -0.5314 -0.5591 -1.4419
C 3.59173 -1.37526 4.01130 -2.3286 -2.4967 -1.1356
C 2.19296 -1.14770 3.37722 1.2636 -4.1378 0.6135
H 3.08717 2.89991 0.50621 1.1242 -1.0955 -1.4398
H 4.70529 2.10500 -0.14117 -1.5703 0.2797 -0.2251
H 3.93179 3.54941 -0.97753 -0.1698 -1.6189 0.8593
H 4.11198 0.76893 -3.57963 -0.9720 1.2161 -0.2892
H 4.51877 2.55534 -3.51826 -1.2306 -1.2306 -0.3571
H 3.35299 1.99961 -4.81050 0.2060 -0.3984 2.0381
H 0.80450 2.89508 -3.70297 0.6867 -1.6132 0.3801
H 0.52796 1.73645 -2.31349 1.0438 0.3143 -1.4734
H 1.61076 0.68602 -5.18239 -0.6438 0.0088 1.5721
H -0.10721 0.68334 -4.55783 1.7044 0.1009 0.4104
H 2.16936 -0.90005 -2.95785 -1.5104 0.3834 -0.3668
H 1.11095 -1.55402 -4.30944 0.1320 1.1164 1.4332
H -0.59394 -0.04954 -2.26847 0.7001 -1.6140 0.3188
H -0.87151 -1.65391 -3.12194 1.1006 1.0102 1.0385
H 0.93407 -2.61476 -1.42156 -0.6166 0.8299 0.4115
H -2.03407 -0.92167 0.83058 0.6322 0.2205 -0.2690
H -0.89280 0.20061 0.21641 -0.5882 -0.4193 -0.2623
H -0.38036 -3.63713 0.80019 0.5024 0.4829 -0.0786
H -0.93088 -2.75508 2.86823 1.3540 0.8637 -0.7426
H -0.33013 -1.06563 2.39109 0.2556 -1.5337 -0.4749
H 1.22536 -4.77187 3.08052 0.8860 2.0126 0.3740
H 3.67545 -5.11906 4.15673 -0.8775 1.8343 -0.3809
H 5.59295 -3.53909 5.88018 -0.0198 1.0475 -1.2495
H 6.12612 -1.95407 4.94019 -0.9404 -1.4882 0.2361
H 6.19774 -3.60561 4.13680 -0.8756 0.9643 1.2748
H 4.21348 -0.43538 4.23622 -0.8860 -1.8563 -0.2590
H 1.78126 -0.11117 3.15629 0.7223 -1.5119 0.3714
C 1.40222 5.98295 0.77934 -0.2802 0.1846 -0.2087
Cl 0.88561 7.52219 0.07890 0.0241 -0.6068 0.7173
Cl 1.81741 4.82935 -0.49573 -0.5666 0.5944 0.0183
Cl 2.77386 6.22457 1.87265 -0.0695 -0.0843 0.0031
H 0.57502 5.56932 1.35510 0.3551 0.2036 -0.2662
C 3.92171 3.71793 -7.64710 0.1679 0.1057 0.0270
Cl 3.58844 4.74304 -6.24362 -0.0243 -0.0594 -0.1248
Cl 5.65658 3.40703 -7.79246 -0.2112 0.0322 -0.0068
Cl 3.02447 2.19584 -7.53227 -0.0213 0.0539 -0.1013
H 3.59148 4.24326 -8.54119 0.0442 -0.1311 0.1841
C -5.44276 -1.34182 1.74739 -0.3688 0.1780 -0.0413
Cl -6.73925 -2.52549 1.95542 0.1992 0.1366 -0.0523
Cl -5.83525 0.16402 2.58476 -0.0568 -0.4216 0.3463
Cl -3.90319 -1.99667 2.33334 0.0971 -0.0119 -0.0303
H -5.34202 -1.12698 0.68465 0.0073 -0.0393 0.1984
C 0.12428 -7.03888 1.11380 0.1845 -0.5532 -0.0567
Cl -0.44823 -8.68150 0.80378 0.0050 0.5614 0.2471
Cl -1.21017 -5.87708 0.98440 -0.1245 0.1374 0.1235
Cl 0.88314 -6.93541 2.70869 -0.2049 -0.5643 -0.3027
H 0.87075 -6.78810 0.36205 -0.1694 -0.0131 0.1288
C -1.56747 -8.50579 -3.14891 0.0781 0.0109 -0.1282
Cl -2.78104 -8.13777 -4.38251 0.0695 -0.0862 0.0926
Cl 0.04717 -8.57937 -3.86733 -0.1586 -0.0308 0.1149
Cl -1.61611 -7.30330 -1.85101 -0.1605 0.0319 -0.4319
H -1.79729 -9.48035 -2.72192 0.0317 0.2051 -0.0674
C 0.71070 4.45166 4.37735 0.0852 0.0604 0.4136
Cl -0.07581 4.84858 5.90901 0.0710 -0.0856 -0.2766
Cl 1.56046 2.90381 4.49656 -0.0344 0.1085 -0.0821
Cl -0.47433 4.40982 3.06085 -0.1598 -0.1572 0.1600
H 1.44146 5.22767 4.15598 -0.1411 -0.1606 0.0091
C -9.21525 -0.40431 4.46250 -0.0616 -0.0698 0.0431
Cl -9.28049 -1.01900 6.11989 0.0574 0.0453 -0.1736
Cl -10.68048 -0.84809 3.57610 0.1794 0.0237 0.0346
Cl -8.99298 1.35156 4.45816 0.0493 -0.1073 -0.0349
H -8.36178 -0.85846 3.96219 -0.1622 0.1080 0.0928
C -2.62191 7.49352 -2.29574 0.0790 0.0944 -0.0441
Cl -2.21039 9.21360 -2.33723 -0.2277 -0.2133 -0.0301
Cl -1.51792 6.56534 -3.32044 -0.0044 0.0279 0.1535
Cl -2.58775 6.88451 -0.63398 -0.1263 -0.0085 -0.0912
H -3.63203 7.37341 -2.68334 0.2022 -0.0123 0.0805
C 2.42193 -6.30350 7.45290 -0.0224 0.0309 0.2154
Cl 2.54939 -7.70507 8.52373 0.0304 0.1624 -0.1523
Cl 1.90722 -6.80246 5.83389 0.0295 -0.0652 0.1126
Cl 1.30079 -5.10972 8.12052 0.1497 -0.0849 -0.1082
H 3.40485 -5.84308 7.37266 -0.2076 -0.0911 -0.0093
C 1.59141 -12.09069 0.58705 0.1769 0.0145 0.0698
Cl 0.37700 -11.72894 -0.64990 0.0209 -0.0877 0.0323
Cl 3.20593 -12.16470 -0.13122 -0.1908 -0.0227 0.0741
Cl 1.54103 -10.88571 1.88214 0.2264 -0.4323 0.0410
H 1.36261 -13.06426 1.01616 0.0217 0.2072 -0.1006
C -3.58042 6.15380 -7.14671 0.0190 -0.0565 0.0481
Cl -3.93902 7.18856 -5.75722 -0.0911 0.0195 -0.2244
Cl -1.83918 5.86444 -7.27343 -0.1254 0.0447 -0.0150
Cl -4.45802 4.62229 -7.02492 0.0536 0.1379 -0.0422
H -3.90900 6.66615 -8.04882 0.0690 -0.0985 0.1970
C 1.61617 10.58336 -3.17272 -0.1109 0.0326 -0.0129
Cl 0.27524 11.72221 -3.36633 0.1300 -0.0292 0.0189
Cl 1.19387 9.31423 -2.01342 0.4334 0.5491 -0.6700
Cl 2.06188 9.87667 -4.73247 -0.0014 0.0572 0.1368
H 2.47488 11.12857 -2.78582 -0.1820 -0.1106 -0.0872
C -5.21846 3.37423 0.85124 -0.0326 0.1852 -0.0520
Cl -3.71006 3.78053 1.68252 -0.1194 -0.0802 0.0091
Cl -5.67034 4.65429 -0.28109 0.0077 -0.2083 0.1704
Cl -5.06494 1.82426 0.00946 0.1283 0.2471 -0.4100
H -6.00655 3.28234 1.59677 0.1595 -0.0150 -0.1345
C 3.16036 6.09013 8.08354 -0.1333 0.0200 0.1085
Cl 1.81772 7.22721 7.89645 0.1916 -0.0379 0.0414
Cl 2.74336 4.82087 9.24283 0.0740 0.1276 -0.1186
Cl 3.60161 5.38394 6.52079 0.0549 0.0445 0.0408
H 4.02009 6.63582 8.46740 -0.1688 -0.1218 -0.1044
C -5.54025 -5.53932 -6.26073 -0.0572 -0.0707 -0.0812
Cl -7.12088 -6.31083 -6.44702 0.1820 0.0574 0.0618
Cl -4.62122 -5.63027 -7.76990 -0.0380 -0.0129 0.1766
Cl -5.72644 -3.85611 -5.74595 0.0469 -0.1076 0.0200
H -4.98727 -6.07354 -5.49041 -0.1124 0.1288 -0.1468
```
Positions in Å, forces in eV/Å.

***

Record 6
11 unconnected molecules or ions with the total composition H22O11, computed with ωB97M-V with the def2-TZVPD basis set.

Its charge is 0. The value obtained for the highest occupied orbital energy is -11.1 eV. The calculation puts the molar mass at 198.16 g/mol. As for the max |F|: 0.009 Eh/bohr. The calculation puts the total energy at -840.77278 a.u. The value obtained for the energy relative to the best compared isomer or geometry (same formula, charge and spin) is 2.921 eV. The SMILES is O.O.O.O.O.O.O.O.O.O.O.

```
33
Properties=species:S:1:pos:R:3:forces:R:3
H 0.69221 0.55222 0.50043 -0.2575 0.0410 0.0468
H 0.55759 -0.83024 -0.11660 -0.2174 0.0034 -0.3996
H 1.55452 -1.29285 2.08253 -0.2115 0.0664 0.1591
H 2.18126 -2.67749 2.07794 -0.0909 -0.0709 0.1557
H 3.84055 -2.48664 -0.31015 0.0767 -0.2315 -0.0586
H 4.92400 -3.18961 -1.11140 -0.0065 0.0694 -0.0697
H 0.92496 3.39501 -3.06909 -0.0273 0.0402 0.0729
H 1.04979 3.23925 -1.56237 -0.0335 0.0482 -0.0848
H -3.61163 -1.57781 0.23400 0.2230 -0.1216 -0.0317
H -3.74897 -3.01921 0.69611 -0.0713 0.0291 -0.0604
H -4.09245 2.47879 0.25688 -0.0325 0.1844 0.1605
H -4.43556 1.70404 1.51866 0.0237 0.0209 -0.0091
H -1.59452 -1.67408 -3.03590 0.0222 0.1222 0.1601
H -1.73948 -2.81490 -2.04214 -0.0121 0.1112 0.0154
H 2.42037 2.26865 1.38099 -0.0168 0.1431 0.1479
H 3.85627 1.78935 1.24504 0.0896 0.1177 0.2587
H -4.08996 -0.08554 -0.97947 -0.0194 0.1264 -0.2140
H -3.33642 1.23129 -1.06984 0.2168 -0.3542 -0.0173
H 3.68417 1.06828 -0.67587 -0.0010 0.1539 -0.2492
H 3.44719 -0.42883 -0.78798 0.1920 -0.0413 -0.3978
H -1.20254 -0.04013 2.87667 0.1563 0.0440 -0.0976
H -1.48579 1.41815 2.55535 0.0434 0.0166 -0.1357
O 0.05197 -0.03395 0.08151 0.3552 -0.1393 0.1233
O 1.68678 -2.06900 2.63849 0.1833 0.0060 -0.2701
O 4.22266 -2.53362 -1.19377 -0.0793 -0.0275 0.2705
O 0.75854 3.85888 -2.24077 0.0536 -0.1144 -0.0029
O -4.10052 -2.38934 0.05684 0.0336 0.0478 0.1253
O -3.68960 1.96911 0.96887 -0.0971 -0.0101 0.0748
O -1.18518 -2.05444 -2.25056 0.0031 -0.2557 -0.0600
O 3.33209 2.57862 1.42190 -0.0449 -0.2700 -0.2609
O -3.57869 0.45709 -1.59033 -0.1861 0.0382 -0.0593
O 3.47189 0.37819 -1.31439 -0.1536 0.1366 0.4313
O -0.76550 0.81076 2.75843 -0.1135 0.0698 0.2762
```
Positions in Å, forces in eV/Å.

***

Which of these has the lowest molar mass? C4H9NO

***

Which of these has the lowest molar mass? C4H9NO